[1]
Here is a cluster of 7 separate species, C24H53F2NO16 in total at a distorted geometry from the OMol25 dataset. Energies are from ωB97M-V/def2-TZVPD.

XYZ file:
```
96
Properties=species:S:1:pos:R:3:forces:R:3
N 0.074 -0.166 -1.609 0.535 -7.758 2.767
H 0.923 -0.427 -0.933 -2.126 0.116 -1.611
H -0.776 -0.317 -1.019 0.685 -0.596 -0.137
H -0.092 -0.634 -2.526 0.663 0.117 1.023
H -0.010 0.720 -1.719 0.239 7.808 -1.396
O 0.299 -1.779 0.845 0.336 -1.340 -4.632
H 0.231 -1.487 1.692 -0.194 1.505 3.798
C -0.738 -4.086 3.010 4.756 -1.165 -0.320
C -1.816 -3.716 2.143 -4.594 -1.855 -3.208
O -2.699 -3.007 2.971 -1.304 0.319 -5.108
C -2.236 -2.886 4.116 2.609 1.423 5.899
O -2.708 -2.196 4.980 0.272 -0.713 -0.098
O -1.010 -3.558 4.243 -2.929 0.899 2.253
F -2.693 -4.772 1.699 0.410 -1.049 0.833
H 0.068 -3.344 2.699 0.045 -1.962 -0.601
H -0.462 -5.232 3.113 -0.503 2.521 -0.740
H -1.727 -3.391 1.103 1.294 1.608 1.022
C 1.010 -3.835 -1.463 2.565 0.698 2.284
C 1.432 -4.523 -0.113 0.565 1.158 -0.748
O 2.429 -5.547 -0.568 -1.919 2.949 2.115
C 2.334 -5.597 -1.888 -0.751 -3.404 -0.738
O 2.707 -6.583 -2.459 0.652 0.992 -0.723
O 1.558 -4.663 -2.437 -0.577 -0.218 -1.224
F 0.344 -5.114 0.468 0.481 -0.509 -0.348
H 1.482 -2.868 -1.595 0.510 0.262 0.518
H 0.002 -3.548 -1.430 -1.771 -0.784 -0.567
H 1.803 -3.760 0.604 0.165 -0.884 -0.379
C -1.752 2.599 -1.631 -6.614 0.611 0.784
O -2.280 1.302 -1.192 0.115 1.059 0.537
C -3.625 0.999 -1.658 0.305 -0.026 2.903
C -3.856 -0.494 -1.354 -4.676 6.749 5.891
O -3.226 -1.092 -2.188 7.073 -9.812 -8.912
C -2.795 -2.463 -1.728 3.323 1.656 -0.953
C -2.373 -3.426 -2.869 -0.182 0.645 0.948
O -1.554 -2.616 -3.723 0.289 -0.844 -0.195
C -1.129 -3.316 -4.859 -0.280 0.726 -4.128
H -2.540 3.550 -1.335 2.042 -2.764 -1.115
H -1.578 2.434 -2.633 -0.411 0.526 -2.739
H -0.844 2.908 -1.347 3.415 0.245 2.478
H -3.700 1.276 -2.673 -0.272 -0.043 -1.408
H -4.417 1.482 -1.073 0.417 0.806 0.029
H -4.923 -0.691 -1.372 -0.921 -0.012 0.345
H -3.446 -0.734 -0.398 -0.223 0.540 1.854
H -3.507 -2.930 -1.136 -1.701 -0.600 1.107
H -1.874 -2.269 -1.082 -1.099 -0.120 -0.463
H -3.382 -3.764 -3.279 1.673 -0.007 -0.398
H -1.688 -4.288 -2.465 -1.790 1.253 -0.575
H -0.515 -4.209 -4.850 -0.268 -0.589 1.348
H -0.519 -2.760 -5.641 -0.161 0.700 1.772
H -1.962 -3.458 -5.600 -0.037 -0.607 1.140
C 1.908 1.348 1.330 0.886 -0.600 3.073
O 1.838 1.712 0.026 0.869 -1.245 -1.514
C 1.970 3.030 -0.160 0.520 2.113 -2.142
C 2.151 3.393 -1.659 10.252 4.760 7.198
O 1.357 2.905 -2.406 -10.344 -5.746 -9.602
C 1.722 2.795 -3.821 -4.578 1.613 0.202
C 0.575 2.360 -4.771 -3.370 1.332 -0.965
O -0.102 1.253 -4.082 0.801 1.245 -2.290
C -0.815 0.468 -5.040 -1.174 1.940 0.036
H 2.768 1.381 2.041 1.195 0.731 -1.790
H 1.760 0.331 1.282 -1.293 -2.434 0.569
H 1.297 1.896 2.010 -1.831 0.322 0.012
H 2.731 3.473 0.452 0.999 0.240 0.100
H 1.102 3.523 0.126 -2.197 1.062 0.880
H 3.151 2.998 -1.963 0.570 0.517 0.671
H 2.225 4.517 -1.724 0.107 -0.284 0.281
H 2.373 2.089 -3.964 4.341 -3.923 0.082
H 2.068 3.690 -4.205 0.979 2.157 -0.345
H 0.564 2.169 -5.967 1.972 -0.383 2.771
H -0.144 3.278 -5.031 0.664 -1.500 1.778
H -0.262 -0.207 -5.601 1.937 -1.450 -0.604
H -1.279 1.069 -5.882 -0.189 -0.182 1.414
H -1.488 -0.073 -4.427 -1.281 -0.586 0.041
C 5.020 3.316 3.100 -1.635 -0.726 2.450
O 3.671 3.035 3.508 -0.282 0.134 0.243
C 2.955 4.183 3.979 4.022 0.025 0.806
C 1.610 3.658 4.450 3.594 7.965 -8.932
O 1.583 2.902 5.361 -0.930 -10.884 10.215
C 0.260 2.457 5.825 -1.714 2.420 -5.704
C -0.331 1.319 5.010 -8.983 5.165 3.178
O -1.171 1.864 3.895 0.890 -2.881 1.536
C -1.719 0.684 3.236 -1.407 1.749 -3.393
H 5.425 2.325 2.995 0.742 -0.210 0.077
H 5.507 3.910 3.957 -0.251 -0.485 -1.793
H 4.850 3.692 2.133 1.021 1.497 -1.240
H 2.916 4.970 3.099 -0.271 -1.143 1.949
H 3.811 4.554 4.910 -3.053 -0.224 -2.257
H 1.070 3.529 3.604 -1.730 -1.875 -3.448
H 1.134 4.430 4.780 -2.938 6.622 1.390
H -0.461 3.197 6.239 0.546 0.311 -1.217
H 0.587 2.046 6.581 2.707 -4.419 8.061
H -1.017 0.552 5.621 1.377 1.935 -0.795
H 0.338 0.810 4.634 6.969 -5.077 -3.842
H -2.029 1.194 2.249 0.327 -1.008 0.957
H -2.778 0.349 3.600 2.437 0.020 0.202
H -0.944 -0.098 2.831 -1.397 1.161 1.520
```
Positions in Å, forces in eV/Å.

Computed properties:
DFT total energy, eV: -65411.1223
Largest force on an atom, eV/Å: 15.24
Net charge: 0
Kohn-Sham gap, eV: 8.280
ΔE to the lowest compared entry with this formula, charge and spin, kJ/mol: 385.2

[2]
Here is a structure of composition C24H53InNO2PS at a distorted geometry from the OMol25 dataset. Energies are from ωB97M-V/def2-TZVPD.

XYZ file:
```
83
Properties=species:S:1:pos:R:3:forces:R:3
C -1.760 -6.055 1.246 -0.187 0.000 0.387
C -1.299 -4.587 1.693 -0.563 -0.922 -1.408
C 0.008 -4.218 0.877 0.815 0.817 1.169
O -0.184 -3.288 -0.182 -0.718 -0.406 0.754
C -1.046 -3.800 -1.217 -0.423 0.549 -1.400
In -0.153 -5.444 -2.470 0.006 -0.816 1.848
C 2.014 -5.897 -2.066 0.884 0.596 -0.776
C 2.971 -4.644 -1.942 0.806 -1.316 -0.233
C 2.929 -3.658 -3.163 0.580 0.068 0.804
O 2.793 -3.946 -0.677 -0.018 -0.340 -0.430
N -0.593 -4.988 -4.551 1.158 -0.634 -0.919
C -0.200 -5.947 -5.148 -1.430 -0.719 -0.132
S -0.032 -7.420 -5.886 0.365 1.394 0.405
H -2.640 -5.948 0.556 0.867 -0.372 0.619
H -2.052 -6.714 2.111 0.136 0.742 -0.763
H -0.952 -6.614 0.690 -0.854 0.749 0.529
H -1.206 -4.467 2.804 0.268 -0.257 -1.017
H -2.144 -3.904 1.368 1.153 -0.467 0.419
H 0.716 -3.711 1.610 -0.642 -0.367 -0.951
H 0.583 -5.119 0.498 -0.952 0.656 0.322
H -1.244 -2.928 -1.921 0.199 -0.809 0.895
H -2.060 -4.144 -0.866 0.893 0.439 0.087
H -1.072 -6.957 -2.069 0.171 0.389 -0.309
H 2.385 -6.499 -2.957 -0.403 0.578 0.968
H 2.162 -6.560 -1.166 -0.246 0.586 -0.730
H 4.036 -5.052 -1.903 -0.972 0.513 -0.193
H 3.503 -4.126 -4.017 -0.968 0.411 0.796
H 1.886 -3.362 -3.458 0.961 -0.357 0.186
H 3.521 -2.736 -2.875 -0.730 -0.829 -0.297
H 2.874 -4.629 0.016 -0.137 0.467 -0.564
C 1.702 0.602 3.723 0.062 -0.020 -0.047
C 1.902 2.020 3.199 0.010 -0.164 0.168
C 0.659 2.898 3.344 0.576 0.290 -0.170
C -0.467 2.635 2.338 -0.562 -0.357 0.819
P -0.318 3.324 0.695 0.245 0.538 -0.090
C 0.101 5.076 0.884 0.377 0.354 0.124
C -0.697 5.977 1.831 -0.295 0.103 0.244
C -2.083 6.449 1.380 -0.116 -0.028 -0.035
C -2.134 7.041 -0.022 -0.076 -0.021 0.021
C -1.898 3.312 -0.134 -1.032 -0.156 -0.075
C -2.682 2.022 -0.395 -0.170 -0.440 -0.235
C -2.257 1.162 -1.586 0.267 -0.180 0.030
C -1.934 1.933 -2.859 -0.076 -0.058 0.023
C 1.052 2.728 -0.283 1.009 -0.090 -0.743
C 1.162 1.332 -0.895 -0.508 -0.381 -0.268
C 0.932 0.138 0.034 0.090 -0.384 -0.212
C 2.220 -0.566 0.434 0.096 0.036 0.110
H 0.879 0.091 3.219 0.040 -0.048 0.008
H 2.607 0.014 3.566 -0.118 -0.039 0.003
H 1.491 0.612 4.795 -0.031 0.013 -0.043
H 2.233 1.983 2.160 -0.006 -0.005 -0.029
H 2.720 2.477 3.763 -0.049 0.066 -0.051
H 0.969 3.945 3.273 -0.108 0.013 0.058
H 0.261 2.770 4.355 -0.089 -0.003 -0.114
H -1.374 3.090 2.757 -0.063 0.042 -0.245
H -0.697 1.568 2.291 0.044 0.014 -0.171
H 0.146 5.521 -0.115 -0.062 -0.157 -0.038
H 1.137 5.085 1.240 -0.006 -0.128 -0.090
H -0.094 6.874 2.004 0.075 -0.136 -0.040
H -0.800 5.492 2.806 0.081 0.040 0.005
H -2.423 7.213 2.086 0.074 -0.100 0.033
H -2.811 5.639 1.468 -0.011 0.001 -0.020
H -1.477 7.911 -0.103 0.004 -0.048 -0.044
H -3.150 7.364 -0.255 0.089 0.023 -0.021
H -1.842 6.317 -0.785 0.003 0.056 -0.022
H -1.834 3.916 -1.042 0.256 -0.033 0.013
H -2.553 3.878 0.533 0.272 0.215 0.106
H -3.723 2.313 -0.569 0.113 0.155 0.148
H -2.688 1.404 0.508 -0.048 0.022 -0.019
H -3.061 0.455 -1.803 0.021 0.041 0.106
H -1.409 0.543 -1.297 0.041 -0.027 -0.049
H -2.813 2.470 -3.225 0.071 0.030 -0.027
H -1.608 1.242 -3.639 -0.065 0.071 0.009
H -1.127 2.656 -2.714 0.001 0.014 -0.038
H 1.968 2.923 0.285 -0.193 0.142 0.271
H 1.114 3.426 -1.129 -0.139 0.196 0.174
H 2.151 1.248 -1.358 -0.013 0.125 0.160
H 0.472 1.269 -1.737 -0.040 0.090 0.035
H 0.315 -0.602 -0.484 -0.017 0.004 0.144
H 0.374 0.428 0.926 -0.049 0.049 0.024
H 2.697 -1.018 -0.439 -0.074 -0.036 0.115
H 2.010 -1.364 1.146 0.071 -0.056 -0.099
H 2.935 0.126 0.892 0.011 0.009 0.018
```
Positions in Å, forces in eV/Å.

Computed properties:
DFT total energy, eV: -56626.5686
Largest force on an atom, eV/Å: 2.02
Net charge: 0
Kohn-Sham gap, eV: 5.811

[3]
Here is a cluster of 8 separate species, C24H53N5O8 in total at a distorted geometry from the OMol25 dataset. Energies are from ωB97M-V/def2-TZVPD.

XYZ file:
```
90
Properties=species:S:1:pos:R:3:forces:R:3
C -5.577 -0.145 5.886 0.467 -0.458 -0.617
C -4.300 -0.023 5.134 1.319 -1.406 0.393
O -3.508 -0.963 5.087 -0.598 1.442 -0.043
C -4.062 1.323 4.530 2.044 0.657 -0.008
H -5.818 -1.206 5.931 -0.391 0.214 0.109
H -6.226 0.464 5.291 -1.226 0.048 0.039
H -5.466 0.286 6.867 -0.015 0.161 0.431
H -4.704 1.542 3.696 -0.464 -0.124 -0.217
H -3.006 1.409 4.173 -0.762 -0.220 0.185
H -4.181 2.111 5.283 -0.199 -0.161 0.009
C 2.688 0.349 -3.539 -0.203 0.264 0.158
C 3.682 0.516 -2.435 0.639 0.942 0.536
O 3.590 1.488 -1.707 0.129 -0.474 0.100
C 4.792 -0.506 -2.324 -0.911 0.412 -0.024
H 1.676 0.613 -3.234 0.079 0.076 0.251
H 2.684 -0.612 -4.020 0.226 -0.419 -0.306
H 3.021 1.134 -4.206 -0.125 0.033 -0.691
H 4.187 -1.326 -1.969 0.265 -1.049 0.191
H 5.587 -0.294 -1.622 -0.088 0.336 0.151
H 5.194 -0.759 -3.293 0.041 -0.164 -0.332
C 1.218 -0.328 0.019 -0.279 0.930 -1.175
C -0.253 -0.294 0.256 -0.130 -0.371 -0.058
O -1.015 -1.141 -0.206 0.498 0.721 0.300
C -0.727 0.839 1.153 -1.609 -1.381 -1.522
H 1.524 -1.169 -0.573 0.092 -0.599 -0.063
H 1.723 -0.277 0.955 0.509 0.030 0.799
H 1.510 0.575 -0.561 -0.254 -0.312 0.414
H -0.135 1.698 1.026 0.666 1.131 -0.114
H -0.707 0.510 2.161 0.228 -0.333 1.143
H -1.787 0.994 0.898 0.426 0.346 0.189
C 3.885 -5.942 -2.320 0.840 0.276 -0.875
C 3.101 -4.736 -1.929 0.870 1.118 0.627
O 3.679 -3.784 -1.383 -0.678 -0.562 -0.135
N 1.799 -4.717 -2.220 -0.748 -0.225 0.172
C 0.950 -3.554 -1.949 0.271 -0.132 -0.882
H 4.176 -6.500 -1.450 -0.035 -0.358 0.412
H 4.812 -5.535 -2.745 -0.137 -0.210 0.106
H 3.445 -6.579 -3.083 -0.281 -0.098 0.168
H 1.420 -5.538 -2.680 -0.033 0.445 0.239
H 0.518 -3.471 -0.944 0.331 -0.207 -0.167
H 0.156 -3.607 -2.686 -0.361 0.109 0.118
H 1.536 -2.664 -2.201 -0.120 -0.073 0.331
C 4.783 -1.083 1.228 0.660 0.141 1.012
C 3.604 -1.392 2.119 -0.727 -0.610 0.212
O 3.132 -0.570 2.899 0.500 -0.259 -0.372
N 3.038 -2.637 2.007 -0.376 -0.362 0.103
C 1.783 -2.915 2.728 0.084 0.818 -0.837
H 4.523 -0.126 0.776 0.305 -0.158 -0.498
H 5.156 -1.873 0.570 -0.722 0.181 -0.246
H 5.645 -0.898 1.894 -0.405 0.193 -0.073
H 3.193 -3.186 1.165 0.282 0.306 0.244
H 1.885 -2.872 3.805 0.088 0.337 0.022
H 1.362 -3.860 2.473 0.342 -1.112 -0.272
H 1.011 -2.244 2.343 -0.011 0.475 0.574
C -3.120 -2.069 2.336 0.069 0.116 -0.064
C -4.100 -0.977 1.879 0.258 0.729 -0.535
O -5.028 -0.489 2.511 0.071 -0.612 0.065
N -3.796 -0.499 0.621 0.730 -2.245 0.903
C -4.452 0.600 0.008 0.387 0.085 -0.049
H -2.106 -1.649 2.338 -0.109 -0.109 -0.628
H -3.212 -2.919 1.642 0.318 0.289 0.218
H -3.178 -2.406 3.366 -0.907 0.089 -0.033
H -2.927 -0.867 0.207 -0.555 0.345 0.164
H -5.366 0.819 0.532 -0.263 0.120 0.188
H -4.665 0.383 -1.037 -0.052 0.105 -0.102
H -3.747 1.416 0.100 -0.265 0.877 -0.400
C -1.404 -0.318 -3.485 0.794 -0.464 0.723
C -1.288 1.040 -2.746 -1.599 -0.356 -1.250
O -0.240 1.513 -2.341 0.157 -0.256 0.179
N -2.452 1.752 -2.743 -0.856 0.070 0.576
C -2.468 3.141 -2.264 0.855 -0.465 -0.018
H -1.296 -1.165 -2.779 -0.063 0.553 -0.063
H -0.520 -0.386 -4.128 -0.186 0.070 -0.064
H -2.302 -0.521 -4.084 0.181 0.575 0.283
H -3.375 1.295 -2.893 1.504 0.391 0.023
H -1.597 3.660 -2.674 -0.087 -0.110 0.383
H -2.532 3.267 -1.176 0.316 -0.291 -0.132
H -3.296 3.654 -2.672 -1.100 0.344 -0.545
C 0.377 6.951 -0.678 -0.592 -0.393 0.157
C 0.038 5.689 -1.467 0.715 -1.041 -0.673
O -0.676 5.802 -2.457 0.061 -0.317 0.330
N 0.610 4.465 -1.127 -0.397 1.415 0.811
C 1.388 4.274 0.089 1.295 -0.250 -0.648
H 0.088 6.842 0.382 0.202 0.143 -0.393
H -0.260 7.695 -1.176 0.421 -0.010 0.446
H 1.434 7.235 -0.740 -0.206 -0.191 -0.005
H 0.362 3.637 -1.636 -0.261 -0.108 -0.399
H 0.896 4.631 0.972 -0.310 0.370 0.457
H 2.377 4.758 -0.029 -0.446 -0.004 0.310
H 1.644 3.220 0.274 -0.391 0.231 -0.432
```
Positions in Å, forces in eV/Å.

Computed properties:
DFT total energy, eV: -49580.0174
Largest force on an atom, eV/Å: 2.61
Net charge: 0
Kohn-Sham gap, eV: 9.438
Structure (SMILES): CNC(C)=O.CNC(C)=O.CNC(C)=O.CNC(C)=O.CNC(C)=O.CC(C)=O.CC(C)=O.CC(C)=O
ΔE to the lowest compared entry with this formula, charge and spin, kJ/mol: 1.1